82
Properties=species:S:1:pos:R:3 method="wB97M-V/def2-TZVPD" total_charge=-1 homo_energy_ha=-0.1593 gap_ev=6.516 spin_multiplicity=1 total_energy_ha=-5024.81827 e_above_lowest_kj_mol=146.1
In 0.299 0.837 0.027
Cl 4.524 -0.031 5.397
C 3.096 0.260 4.469
C 1.967 0.805 5.058
Cl 1.973 1.193 6.741
C 0.824 1.040 4.288
Cl -0.579 1.743 5.008
C 0.767 0.720 2.929
O -0.276 0.927 2.170
C 1.924 0.133 2.345
O 1.866 -0.222 1.066
C 3.062 -0.064 3.109
Cl 4.453 -0.735 2.327
C -0.112 5.106 -1.651
C 0.152 3.614 -1.553
S 1.111 3.188 -0.130
C -0.334 2.746 -2.456
C -1.121 3.178 -3.670
S -0.167 0.990 -2.411
H 0.148 5.577 -0.705
H -1.162 5.317 -1.865
H 0.503 5.566 -2.429
H -1.198 4.261 -3.757
H -2.125 2.749 -3.634
H -0.632 2.795 -4.569
O -0.258 -2.887 2.266
N -1.264 -2.140 1.715
C -2.400 -2.654 1.923
C -3.687 -2.108 1.445
C -4.775 -2.958 1.675
C -6.061 -2.618 1.308
C -6.302 -1.387 0.731
C -5.248 -0.524 0.495
C -3.930 -0.855 0.811
P -2.641 0.385 0.314
C -3.504 0.986 -1.203
C -4.200 2.179 -1.362
C -4.797 2.484 -2.580
C -4.722 1.595 -3.640
C -4.034 0.399 -3.490
C -3.425 0.105 -2.283
C -2.990 1.725 1.496
C -2.529 3.004 1.181
C -2.687 4.042 2.084
C -3.280 3.809 3.316
C -3.713 2.534 3.644
C -3.569 1.494 2.739
H 0.572 -2.411 2.049
H -2.462 -3.586 2.489
H -4.593 -3.914 2.152
H -6.877 -3.311 1.475
H -7.309 -1.096 0.461
H -5.453 0.434 0.038
H -4.291 2.871 -0.535
H -5.336 3.417 -2.691
H -5.191 1.839 -4.586
H -3.973 -0.303 -4.312
H -2.867 -0.818 -2.162
H -2.036 3.182 0.230
H -2.326 5.032 1.833
H -3.377 4.614 4.034
H -4.142 2.343 4.619
H -3.887 0.495 3.010
N 3.307 0.434 -1.458
C 3.384 -0.497 -2.441
C 4.273 -0.402 -3.499
C 4.340 -1.393 -4.485
C 3.554 -2.512 -4.423
C 2.633 -2.653 -3.363
C 1.838 -3.808 -3.190
C 0.943 -3.865 -2.161
C 0.792 -2.733 -1.337
N 1.535 -1.660 -1.438
C 2.492 -1.621 -2.399
H 2.937 0.134 -0.566
H 3.976 1.182 -1.447
H 4.935 0.455 -3.548
H 5.054 -1.277 -5.292
H 3.619 -3.292 -5.172
H 1.970 -4.638 -3.875
H 0.351 -4.750 -1.970
H 0.023 -2.725 -0.574

7
Properties=species:S:1:pos:R:3 method="wB97M-V/def2-TZVPD" homo_energy_ha=-0.3797 gap_ev=7.890 spin_multiplicity=1 total_energy_ha=-955.95473 e_above_lowest_kj_mol=329.0
N -0.682 0.888 1.857
O -1.811 0.663 2.212
O 0.285 1.373 2.453
Si -0.268 0.589 0.113
Cl -0.411 2.813 -1.633
H 1.327 0.487 0.306
H -1.394 0.319 -0.652

23
Properties=species:S:1:pos:R:3 method="wB97M-V/def2-TZVPD" total_charge=+1 homo_energy_ha=-0.4299 gap_ev=8.448 spin_multiplicity=1 total_energy_ha=-744.06206 e_above_lowest_kj_mol=134.7
C 1.548 -0.282 0.922
N 0.322 -0.075 0.085
C 0.595 -0.390 -1.346
C -0.678 -0.659 -2.097
S -1.004 -2.509 -1.969
C 1.758 0.900 1.895
N 0.511 1.680 1.959
H 2.367 -0.277 0.210
H 1.432 -1.267 1.395
H -0.445 -0.641 0.476
H 1.394 -1.128 -1.488
H 1.023 0.518 -1.795
H -1.509 -0.081 -1.636
H -0.745 -0.531 -3.165
H -2.100 -2.604 -2.756
H 2.506 1.614 1.406
H 2.221 0.669 2.891
H 0.648 2.451 2.605
H -0.237 1.210 2.546
H 0.010 1.782 1.072
H -2.396 2.593 2.077
H -1.767 3.884 2.014
O -1.495 2.951 1.987

79
Properties=species:S:1:pos:R:3 method="wB97M-V/def2-TZVPD" homo_energy_ha=-0.1463 gap_ev=3.595 spin_multiplicity=1 total_energy_ha=-1811.67171 e_above_lowest_kj_mol=956.1
C -4.283 -2.725 4.114
C -3.008 -1.951 4.077
C -2.129 -1.856 5.141
C -0.933 -1.252 4.680
C -1.174 -0.663 3.397
B -0.751 -0.653 1.063
C -0.340 0.354 2.840
C -0.601 1.582 3.809
C 0.439 1.607 4.700
C 1.282 0.539 4.425
C 2.455 0.375 5.245
O 0.881 -0.270 3.445
C 0.004 -2.003 1.023
C -0.360 -3.327 1.035
C 0.840 -4.165 0.970
C 1.892 -3.269 0.989
C 3.333 -3.336 0.903
O 1.407 -1.985 1.079
C -2.131 -0.131 0.667
C -2.964 -0.693 -0.261
C -4.215 -0.015 -0.232
C -4.100 0.921 0.788
C -4.986 1.958 1.257
O -2.840 0.877 1.326
O -2.499 -1.133 3.075
H -4.511 -2.841 5.199
H -5.144 -2.241 3.652
H -4.233 -3.762 3.746
H -2.321 -2.188 6.145
H -0.045 -1.183 5.351
H -1.363 2.344 3.791
H 0.745 2.255 5.558
H 2.879 1.382 5.404
H 2.080 0.082 6.252
H 3.235 -0.312 4.861
H -1.379 -3.701 1.082
H 0.870 -5.232 0.886
H 3.675 -4.362 0.759
H 3.676 -2.717 0.065
H 3.763 -2.921 1.810
H -2.665 -1.555 -0.865
H -5.054 -0.153 -0.904
H -5.788 2.070 0.499
H -5.499 1.699 2.220
H -4.481 2.950 1.391
C 0.090 0.329 -1.783
C -0.368 1.470 -0.975
N -1.009 2.484 -1.627
C -1.566 2.438 -2.998
C -1.386 3.464 -0.674
C -0.901 3.014 0.590
C -0.938 3.887 1.661
C -1.671 5.054 1.508
C -2.354 5.377 0.343
C -2.186 4.599 -0.825
C -0.321 1.738 0.428
C 0.349 0.916 1.541
C 1.800 1.641 1.883
C 2.074 3.010 1.755
C 3.364 3.546 1.988
C 4.474 2.727 2.229
C 4.242 1.333 2.247
C 2.927 0.813 2.095
H 0.821 -0.280 -1.234
H -0.761 -0.315 -2.068
H 0.558 0.702 -2.711
H -2.138 3.365 -3.171
H -0.777 2.363 -3.766
H -2.266 1.589 -3.105
H -0.313 3.654 2.519
H -1.717 5.748 2.388
H -3.028 6.245 0.293
H -2.663 4.799 -1.797
H 0.885 0.165 0.894
H 1.272 3.691 1.472
H 3.489 4.623 1.987
H 5.487 3.126 2.403
H 5.079 0.645 2.400
H 2.797 -0.284 2.116

15
Properties=species:S:1:pos:R:3 method="wB97M-V/def2-TZVPD" total_charge=+1 homo_energy_ha="-0.5680 / -0.5640" gap_ev="12.045 / 7.605" spin_multiplicity=2 s_squared=0.76 total_energy_ha=-266.62035 e_above_lowest_kj_mol=11.4
C 0.286 1.177 -0.840
N -0.304 -0.094 -0.472
C -0.860 -0.333 0.804
N -2.322 -0.212 0.546
H 0.251 1.298 -1.926
H 1.313 1.255 -0.466
H -0.289 1.959 -0.365
H 0.076 -0.888 -0.976
H -0.660 -1.328 1.173
H -0.565 0.427 1.507
H -2.727 -1.059 0.147
H -2.555 0.569 -0.063
H 2.666 -0.351 -0.198
H 2.861 -1.680 0.458
O 2.828 -0.738 0.671

9
Properties=species:S:1:pos:R:3 method="wB97M-V/def2-TZVPD" homo_energy_ha=-0.3684 smiles="O=C(F)C(O)(O)I" gap_ev=8.659 spin_multiplicity=1 total_energy_ha=-700.64854 e_above_lowest_kj_mol=124.4
C -0.128 1.189 -0.329
C 0.033 -0.208 0.174
O 0.099 1.691 -1.399
O 0.753 -1.120 -0.884
O 0.340 -0.402 1.423
F -0.641 2.005 0.669
I -2.212 -0.939 -0.130
H 1.640 -0.815 -1.206
H 0.115 -1.400 1.682

62
Properties=species:S:1:pos:R:3 method="wB97M-V/def2-TZVPD" total_charge=+1 homo_energy_ha="-0.3583 / -0.3577" gap_ev="7.202 / 7.177" spin_multiplicity=1 total_energy_ha=-3284.97702 e_above_lowest_kj_mol=15.9
Fe -0.321 -0.323 0.228
I -3.893 5.143 3.939
C -3.236 3.587 2.720
C -4.139 2.640 2.255
C -3.703 1.611 1.442
I -5.056 0.181 0.771
C -2.357 1.497 1.050
O -1.984 0.542 0.240
C -1.453 2.463 1.546
C -0.003 2.432 1.141
N 0.612 1.091 1.365
C 0.570 0.736 2.805
C 0.087 -0.671 3.013
C 0.378 -1.417 4.141
C -0.228 -2.654 4.294
C -1.106 -3.102 3.320
C -1.313 -2.310 2.206
N -0.721 -1.127 2.048
C -1.901 3.489 2.370
H -5.183 2.700 2.533
H 0.545 3.184 1.714
H 0.121 2.675 0.085
H 1.581 1.131 1.060
H -0.179 1.384 3.269
H 1.519 0.930 3.306
H 1.050 -1.023 4.892
H -0.025 -3.257 5.169
H -1.619 -4.049 3.412
H -1.981 -2.619 1.410
H -1.191 4.220 2.737
N 4.006 -3.816 -0.281
C 2.798 -3.537 0.483
C 2.222 -2.204 0.035
O 1.111 -1.838 0.382
O 3.025 -1.485 -0.707
H 4.743 -4.211 0.285
H 3.827 -2.067 -0.833
H 3.834 -4.445 -1.055
H 3.041 -3.413 1.540
H 2.015 -4.294 0.420
C 1.292 0.968 -1.992
N 0.005 0.247 -1.736
C 0.030 -0.995 -2.576
N 0.223 -0.715 -3.981
C 1.489 0.006 -4.143
N 1.496 1.265 -3.393
C 0.382 2.092 -3.867
N -0.897 1.408 -3.695
C -1.100 1.114 -2.294
C -0.865 0.154 -4.445
H 2.107 0.341 -1.633
H 1.276 1.899 -1.424
H -0.922 -1.514 -2.431
H 0.845 -1.626 -2.220
H 1.640 0.223 -5.201
H 2.310 -0.624 -3.795
H 0.531 2.318 -4.923
H 0.368 3.030 -3.309
H -2.042 0.592 -2.148
H -1.130 2.036 -1.715
H -0.715 0.371 -5.503
H -1.817 -0.364 -4.324

8
Properties=species:S:1:pos:R:3 method="wB97M-V/def2-TZVPD" total_charge=+1 homo_energy_ha=-0.6417 gap_ev=13.323 spin_multiplicity=1 total_energy_ha=-133.33579 e_above_lowest_kj_mol=31.2
O -0.484 -0.437 1.338
H -0.720 -1.227 1.876
H -1.347 -0.018 1.120
N 0.510 0.336 -0.867
H 0.060 0.141 0.048
H 0.757 1.343 -0.923
H -0.147 0.098 -1.634
H 1.371 -0.237 -0.959